The following is a DFT calculation (ωB97M-V/def2-TZVPD) of a gas-phase ion, C4H13N2 (charge +1) at a distorted geometry.

Output
Total charge: +1
SMILES: CNC[C@@H](C)[NH3+]
Multiplicity: 1
Energy relative to the best compared isomer or geometry (same formula, charge and spin): 72.97 kcal per mole

CARTESIAN COORDINATES (ANGSTROEM)
N: 0.74 -1.35 -1.12
C: 0.47 0.14 -1.07
C: 1.72 0.96 -0.85
C: -0.83 0.42 -0.08
N: -1.19 -0.63 0.93
C: -1.37 -0.07 2.25
H: -0.12 -1.92 -1.09
H: 1.27 -1.58 -1.96
H: 1.37 -1.64 -0.42
H: 0.13 0.43 -2.09
H: 2.67 0.62 -0.23
H: 1.31 2.02 -0.38
H: 2.28 1.30 -1.72
H: -0.89 1.48 0.19
H: -1.57 0.67 -0.91
H: -1.88 -1.14 0.54
H: -2.26 -0.51 2.85
H: -0.38 -0.26 2.87
H: -1.46 1.05 2.28